Record 1
The following is a DFT calculation (ωB97M-V with the def2-TZVPD basis set) of a cluster of 2 separate species, C2H4O3 in total at a distorted geometry.

Each line ends with the natural charge from an NBO analysis.
Geometry (Å):
C -0.989 0.042 0.149  0.7438
C 1.762 -0.410 -0.175  -0.5403
O -1.937 -0.680 0.777  -0.2744
O -1.625 -0.791 -0.644  -0.2547
O -1.001 1.373 0.141  -0.6915
H 2.101 0.590 -0.145  0.1651
H 1.386 -0.767 -1.249  0.1935
H 2.093 -1.018 0.604  0.1720
H -1.789 1.663 0.542  0.4865

gap between HOMO and LUMO (alpha / beta)	8.926 / 9.354	eV

Record 2
The following is a DFT calculation (ωB97M-V with the def2-TZVPD basis set) of a cluster of 2 separate species, C4H6S in total at a distorted geometry.

Each line ends with the natural charge from an NBO analysis.
Geometry (Å):
C -1.500 0.183 1.489  -0.2834
C -1.191 -0.478 0.500  0.0385
C 1.979 1.147 -0.145  -0.5303
C -0.865 -1.168 -0.786  -0.6815
S 1.473 0.487 1.207  0.1459
H -1.693 0.774 2.295  0.2253
H 2.567 2.085 -0.157  0.1941
H 1.635 0.746 -1.167  0.1803
H -0.930 -2.232 -0.662  0.2416
H 0.102 -0.742 -1.075  0.2327
H -1.577 -0.804 -1.501  0.2369

gap between HOMO and LUMO	8.333	eV

Record 3
The following is a DFT calculation (ωB97M-V with the def2-TZVPD basis set) of a cluster of 2 separate species, C5H11ClSi in total at a distorted geometry.

Each line ends with the natural charge from an NBO analysis.
Geometry (Å):
C 1.772 -0.559 -2.698  -0.8175
C 1.389 0.536 -2.228  0.1727
C 1.200 0.064 1.484  -1.0968
C -1.482 1.513 1.256  -1.0906
C -1.070 -0.687 -0.587  -0.7865
Si -0.665 -0.246 1.267  1.3353
Cl -0.502 -2.359 -0.971  -0.0887
H 2.476 -0.810 -3.511  0.2937
H 1.321 -1.278 -1.946  0.3216
H -0.412 0.007 -1.131  0.2360
H 1.297 0.716 2.289  0.2377
H 1.645 -0.945 1.603  0.2382
H 1.772 0.553 0.683  0.2632
H -1.318 1.854 0.234  0.2390
H -2.625 1.328 1.137  0.2284
H -1.407 2.317 1.964  0.2434
H -2.085 -0.661 -0.909  0.2348
H -1.305 -1.344 2.063  -0.1639

gap between HOMO and LUMO	10.038	eV

Record 4
The following is a DFT calculation (ωB97M-V with the def2-TZVPD basis set) of a cluster of 6 separate species, C29H51FO19 in total at a distorted geometry.

Each line ends with the Mulliken charge.
Geometry (Å):
C 1.802 3.244 -1.953  -1.1026
C 0.789 2.700 -0.846  0.6003
O 1.301 1.389 -0.417  -0.5489
C -0.695 2.442 -1.465  -0.1280
C -1.585 3.756 -1.536  0.5629
C -3.009 3.775 -1.730  -0.3203
C -3.974 2.556 -2.107  0.5160
C -5.497 2.776 -1.700  -1.1637
F -3.495 1.254 -1.753  -0.3048
C -3.417 5.255 -1.276  0.1033
O -4.512 5.620 -0.776  -0.5285
O -2.276 6.011 -0.891  -0.2782
C -1.232 5.299 -1.496  0.2994
O -0.387 5.814 -2.276  -0.5028
H 1.287 3.966 -2.681  0.2775
H 2.128 2.345 -2.602  0.2884
H 2.740 3.723 -1.481  0.2546
H 0.784 3.351 0.089  0.2498
H 0.602 0.725 -0.623  0.3134
H -0.664 1.786 -2.384  0.3712
H -1.212 1.821 -0.634  -0.1907
H -3.957 2.578 -3.269  0.2236
H -5.485 3.073 -0.594  0.3054
H -6.063 3.515 -2.365  0.3370
H -6.003 1.752 -1.778  0.3547
C 1.929 -2.929 -5.149  -0.7662
C 2.947 -2.019 -5.809  -0.2409
O 2.359 -1.311 -6.908  -0.3498
C 1.634 -0.230 -6.576  0.7722
O 1.450 0.188 -5.459  -0.5510
O 1.131 0.296 -7.706  -0.3331
C 0.278 1.418 -7.490  -0.5965
H 1.464 -3.587 -5.888  0.3140
H 2.400 -3.540 -4.376  0.0877
H 1.124 -2.351 -4.688  0.2924
H 3.760 -2.620 -6.222  0.3112
H 3.392 -1.325 -5.090  0.2914
H 0.769 2.178 -6.879  0.2759
H -0.655 1.093 -7.024  0.2758
H 0.047 1.855 -8.462  0.2152
C -1.093 -9.523 -5.165  -1.0899
C 0.008 -8.912 -6.010  -0.1814
O 0.452 -7.672 -5.446  -0.3319
C 1.318 -7.778 -4.425  0.7189
O 1.749 -8.806 -3.962  -0.5553
O 1.608 -6.538 -3.994  -0.2644
C 2.471 -6.509 -2.859  -0.6560
H -1.902 -8.804 -5.010  0.2905
H -1.499 -10.416 -5.645  0.3544
H -0.722 -9.802 -4.176  0.3079
H -0.380 -8.684 -7.005  0.2888
H 0.845 -9.604 -6.141  0.3101
H 3.377 -7.094 -3.034  0.3253
H 1.940 -6.876 -1.978  0.2980
H 2.760 -5.472 -2.684  0.1854
C 2.109 5.987 5.538  -0.9954
C 2.693 6.430 4.211  -0.1455
O 3.758 5.560 3.809  -0.3874
C 3.377 4.407 3.236  0.8045
O 2.238 4.058 3.029  -0.5452
O 4.482 3.699 2.950  -0.3703
C 4.215 2.411 2.398  -0.1568
H 2.895 5.890 6.291  0.2944
H 1.365 6.704 5.892  0.3640
H 1.629 5.009 5.451  0.1992
H 3.125 7.428 4.318  0.3199
H 1.926 6.493 3.434  0.2570
H 3.549 2.479 1.535  0.0728
H 3.789 1.758 3.163  0.0366
H 5.163 1.984 2.067  0.2463
C 3.579 0.110 9.196  -1.0854
C 3.250 -1.061 8.290  -0.1528
O 2.053 -0.806 7.545  -0.3871
C 2.204 -0.030 6.459  0.7610
O 3.240 0.448 6.064  -0.5659
O 0.996 0.137 5.896  -0.3645
C 1.004 1.004 4.763  -0.2378
H 2.723 0.361 9.827  0.2934
H 4.434 -0.123 9.835  0.3518
H 3.819 1.003 8.614  0.3007
H 3.059 -1.949 8.897  0.2942
H 4.082 -1.300 7.623  0.2956
H 1.749 0.690 4.028  0.1964
H 1.187 2.032 5.081  0.1139
H 0.020 0.956 4.296  0.1902
C -6.401 -2.913 3.268  -1.0908
C -6.752 -1.442 3.147  -0.1743
O -5.579 -0.629 3.266  -0.3673
C -4.832 -0.525 2.155  0.7203
O -5.069 -1.039 1.088  -0.5571
O -3.764 0.238 2.441  -0.3379
C -2.846 0.375 1.357  -0.4309
H -5.838 -3.099 4.186  0.2941
H -7.305 -3.526 3.275  0.3531
H -5.772 -3.237 2.436  0.3067
H -7.417 -1.157 3.965  0.2911
H -7.281 -1.230 2.214  0.3047
H -3.350 0.716 0.450  0.1429
H -2.335 -0.575 1.181  0.3039
H -2.102 1.122 1.639  0.2564

gap between HOMO and LUMO	9.400	eV

Record 5
The following is a DFT calculation (ωB97M-V with the def2-TZVPD basis set) of a cluster of 2 separate species, C2H5N3Si in total at a distorted geometry.

Each line ends with the natural charge from an NBO analysis.
Geometry (Å):
C -1.912 -0.295 -0.761  0.1549
C -0.782 -0.083 0.948  0.2128
N -2.020 -0.277 0.584  -0.4646
N -0.681 -0.323 -1.222  -0.2855
N 0.086 -0.050 -0.077  -0.6190
Si 1.812 0.037 -0.130  1.1277
H -2.711 -0.333 -1.352  0.1896
H -0.547 0.148 1.931  0.2023
H 2.138 -0.721 1.102  -0.1557
H 2.436 2.071 0.484  -0.2278
H 2.178 -0.175 -1.507  -0.1346

gap between HOMO and LUMO	9.759	eV

Record 6
The following is a DFT calculation (ωB97M-V with the def2-TZVPD basis set) of the molecule C6H10BrF at a distorted geometry.

Each line ends with the natural charge from an NBO analysis.
Geometry (Å):
C -0.952 -2.060 -0.399  -0.4305
C -1.156 -0.806 -0.317  0.0144
C 0.891 0.299 1.238  -0.6207
C -0.340 0.372 -0.925  -0.4606
C 1.139 0.301 -0.249  -0.3813
C -2.536 -0.319 0.624  0.1277
F -3.104 -1.387 1.422  -0.3684
Br -3.989 0.230 -0.519  0.0172
H -1.518 -2.746 0.192  0.2223
H -0.135 -2.542 -1.033  0.2055
H 1.755 0.019 1.796  0.2150
H 0.175 -0.583 1.433  0.2109
H 0.375 1.258 1.481  0.2003
H -0.941 1.316 -0.709  0.2191
H -0.085 0.176 -1.968  0.2328
H 1.608 1.278 -0.525  0.2110
H 1.588 -0.624 -0.513  0.2060
H -2.212 0.520 1.181  0.1793

gap between HOMO and LUMO	10.917	eV

Record 7
The following is a DFT calculation (ωB97M-V with the def2-TZVPD basis set) of a cluster of 2 separate species, C29H28N2O8S2 in total at a distorted geometry.

Each line ends with the natural charge from an NBO analysis.
Geometry (Å):
C 1.457 -1.394 5.631  -0.2522
O 0.395 -1.053 4.719  -0.5074
C -0.285 -2.032 4.083  0.3342
C 0.032 -3.403 4.051  -0.3152
C -0.787 -4.266 3.321  -0.1509
C -1.886 -3.813 2.592  -0.3116
C -2.214 -2.447 2.642  0.3353
O -3.209 -1.811 1.981  -0.5024
C -3.979 -2.517 0.992  -0.2528
C -1.424 -1.600 3.407  0.0678
N -1.825 -0.227 3.487  -0.2725
C -1.072 0.846 3.145  0.3618
C 0.101 0.697 2.282  0.4699
C 0.990 1.857 2.273  -0.3847
C 1.732 2.241 1.205  -0.0554
C 2.697 3.326 1.294  -0.0325
C 3.608 3.604 0.248  -0.1775
C 4.404 4.747 0.245  -0.2020
C 4.320 5.665 1.303  -0.1883
C 3.533 5.342 2.416  -0.2317
C 2.763 4.176 2.431  -0.2031
O 0.303 -0.349 1.642  -0.4705
N -1.839 1.947 3.357  -0.2759
C -1.517 3.334 3.067  -0.4196
C -3.045 1.560 3.929  -0.0499
C -3.042 0.213 3.988  -0.0080
H 1.741 -0.444 6.083  0.2059
H 1.116 -2.095 6.408  0.1868
H 2.308 -1.827 5.087  0.1937
H 0.900 -3.778 4.595  0.2290
H -0.560 -5.333 3.320  0.2256
H -2.490 -4.490 1.991  0.2309
H -4.656 -1.759 0.599  0.2121
H -3.335 -2.904 0.191  0.2038
H -4.550 -3.336 1.449  0.1770
H 1.001 2.388 3.226  0.1923
H 1.618 1.730 0.243  0.2789
H 3.687 2.887 -0.564  0.2688
H 5.074 4.940 -0.594  0.2249
H 4.882 6.598 1.271  0.2157
H 3.492 6.012 3.275  0.2112
H 2.187 3.916 3.320  0.1909
H -2.468 3.875 2.966  0.2265
H -0.938 3.797 3.882  0.2208
H -0.950 3.426 2.132  0.2659
H -3.817 2.261 4.196  0.2443
H -3.793 -0.479 4.310  0.2521
C -1.279 3.364 -2.932  -0.2805
O -0.189 2.969 -1.949  -0.5585
C 0.547 1.897 -2.189  -0.6018
S 2.077 1.964 -3.181  2.1047
O 1.662 2.548 -4.448  -0.9557
O 3.271 2.451 -2.514  -0.9702
C 2.247 0.173 -3.342  -0.3195
C 1.093 -0.558 -3.111  -0.1811
C 1.075 -1.940 -3.292  -0.2279
C 2.271 -2.604 -3.580  -0.2047
C 3.451 -1.877 -3.742  -0.2140
C 3.443 -0.483 -3.643  -0.1804
S -0.360 0.424 -2.687  2.0931
O -1.115 -0.128 -1.585  -0.9537
O -1.008 0.725 -3.953  -0.9645
H -1.539 4.384 -2.643  0.1713
H -0.873 3.335 -3.955  0.2139
H -2.130 2.684 -2.799  0.1820
H 0.120 -2.459 -3.247  0.2264
H 2.262 -3.682 -3.727  0.2129
H 4.370 -2.389 -4.018  0.2140
H 4.338 0.106 -3.843  0.2321

gap between HOMO and LUMO	3.963	eV

Q: What is the formula in the seventh record?
A: C29H28N2O8S2

Q: Which formula does entry 2 have?
A: C4H6S